Entry 1:
Entry from OMol25: an isolated ion of composition CBrClFO2S and charge -1 (ωB97M-V with the def2-TZVPD basis set).

Geometry as XYZ:
```
7
Properties=species:S:1:pos:R:3
C -0.02391 -0.15297 -0.72703
O 0.95262 -0.40091 2.05505
O -0.68759 1.22182 1.43048
F -0.68715 0.92885 -1.18904
S 0.54321 0.66021 1.12262
Cl 1.31356 -0.64724 -1.85020
Br -1.41073 -1.60977 -0.84188
```

Summary:
**Charge**: -1
**Relative energy (zero: lowest compared OMol25 entry of this formula, charge and spin)**: 4.0 kcal per mole
**HOMO**: -4.09 eV
**E_LUMO**: 3.311 eV

---

Entry 2:
Entry from OMol25: a 2-piece molecular cluster, C23H14F3N2O4S2 overall (ωB97M-V with the def2-TZVPD basis set).

Geometry as XYZ:
```
48
Properties=species:S:1:pos:R:3
C 4.72111 -0.81853 -1.92349
C 4.27065 -0.59339 -0.61473
C 2.99918 -0.04181 -0.37356
C 2.20001 0.28270 -1.47071
S 0.58212 1.03381 -1.27424
C -0.42328 -0.03928 -0.34021
C -1.76724 -0.09455 -0.86975
C -2.45675 -1.32847 -1.04811
C -3.78630 -1.32372 -1.46765
C -4.46286 -0.10477 -1.64249
C -5.83473 -0.13028 -2.02073
N -6.95719 -0.13814 -2.36312
C -3.78542 1.12006 -1.52218
C -2.46516 1.13031 -1.11843
O 0.73522 2.25216 -0.51344
O 0.15095 1.11996 -2.64797
C 2.66275 0.11708 -2.78349
C 3.91561 -0.45020 -3.00782
H 5.69238 -1.29915 -2.09319
H 4.91932 -0.84330 0.22598
H 2.64880 0.16941 0.64074
H 0.07195 -0.95130 0.01888
H -1.92618 -2.25923 -0.80884
H -4.31134 -2.27584 -1.60223
H -4.31101 2.05238 -1.72426
H -1.97816 2.08545 -0.90159
H 2.05357 0.44110 -3.62522
H 4.23711 -0.60112 -4.04061
F 1.27583 -3.07472 9.23587
C 1.08190 -2.88734 7.89860
F 2.28296 -3.03003 7.27131
F 0.24454 -3.85770 7.44622
S 0.40419 -1.24468 7.63832
N 0.18158 -1.34158 5.94089
C -1.08941 -1.66246 5.40359
O -2.06041 -2.07816 6.00975
C -0.98814 -1.22325 3.99353
C 0.19437 -0.49882 3.83884
C 0.28798 0.49893 2.88007
C -0.85627 0.76854 2.12265
C -1.99561 -0.04682 2.18502
C -2.08169 -1.06250 3.14388
C 0.96197 -0.50627 5.11137
O 1.95072 0.12274 5.43056
H 1.24517 1.01469 2.76019
H -0.86398 1.65299 1.49312
H -2.78368 0.08211 1.44406
H -2.96741 -1.68705 3.25706
```

Summary:
**Charge**: -1
**Relative energy (zero: lowest compared OMol25 entry of this formula, charge and spin)**: 22.6 kcal per mole
**HOMO**: -3.89 eV
**E_LUMO**: 1.625 eV

---

Entry 3:
Entry from OMol25: C27H20CdINS3 as an isolated structure (ωB97M-V with the def2-TZVPD basis set).

Geometry as XYZ:
```
53
Properties=species:S:1:pos:R:3
Cd -0.15445 0.12423 -0.33677
C -3.69906 -2.41996 2.01368
C -2.88637 -1.47559 1.15425
S -1.17841 -1.81931 1.22959
C -3.49941 -0.49074 0.45011
C -5.00048 -0.33409 0.51447
S -2.76243 0.66215 -0.62265
H -3.04186 -3.19991 2.38945
H -4.51081 -2.88518 1.44869
H -4.13379 -1.90366 2.87566
H -5.48667 -1.03007 -0.17466
H -5.26915 0.67506 0.21014
H -5.38630 -0.51153 1.51737
S 0.30257 4.22522 2.58602
C -0.78769 3.24677 3.52958
C -1.43696 3.55975 4.70717
C -2.24228 2.59205 5.29250
C -2.39189 1.33950 4.70279
C -1.76917 1.02463 3.51550
C -0.95768 1.98562 2.90460
N -0.27342 1.82817 1.75491
C 0.42442 2.85186 1.39866
C 1.20525 2.96543 0.20575
C 2.13201 4.00810 0.08452
C 2.88560 4.13467 -1.06083
C 2.71635 3.21985 -2.09029
C 1.79705 2.18901 -1.95713
C 1.00323 2.00837 -0.82256
H -1.32046 4.53061 5.16777
H -2.76246 2.81589 6.21707
H -3.01034 0.59972 5.19658
H -1.87858 0.06466 3.03482
H 2.26883 4.70462 0.90691
H 3.61288 4.93534 -1.14939
H 3.30801 3.30732 -2.99711
H 1.70748 1.48349 -2.78200
I -0.55285 -1.70740 -3.19911
C 1.57761 -2.01085 -3.17290
C 2.10307 -2.57294 -4.30596
C 3.48440 -2.76982 -4.41432
C 4.29246 -2.41973 -3.37374
C 3.75583 -1.87977 -2.18769
C 4.60214 -1.57637 -1.11013
C 4.08587 -1.04982 0.04323
C 2.71262 -0.79919 0.14739
C 1.80204 -1.06889 -0.86493
C 2.34870 -1.63357 -2.05530
H 1.45578 -2.86812 -5.11989
H 3.88629 -3.19420 -5.32537
H 5.36715 -2.55402 -3.42562
H 5.66374 -1.77173 -1.22706
H 4.75037 -0.81613 0.87025
H 2.34730 -0.36467 1.07602
```

Summary:
**Charge**: -2
**Relative energy (zero: lowest compared OMol25 entry of this formula, charge and spin)**: 0.0 kcal per mole
**HOMO**: 0.05 eV
**E_LUMO**: 4.253 eV